C2H14NO5 | the ωB97M-V functional and the def2-TZVPD basis

For the LUMO energy, the calculation gives -8.984 eV. As for the net charge: +1. Its energy relative to the best compared isomer or geometry (same formula, charge and spin) is 6.9797 eV. The frontier orbital gap comes out at 3.74 eV. The highest occupied orbital energy comes out at -0.4675 hartree.

Each line ends with the Löwdin charge.
Element x y z (Å)
O1 0.264 2.069 0.244  0.209
C1 1.126 1.382 0.552  0.227
C2 0.672 -1.769 -0.214  -0.152
N1 -0.611 -2.177 -0.641  0.065
H1 1.060 1.027 1.620  0.187
H2 1.083 -2.425 0.555  0.108
H3 1.393 -1.543 -1.040  0.114
H4 -1.534 -1.807 -0.466  0.107
H5 0.625 -0.818 0.338  0.022
H6 -0.684 -3.021 -1.210  0.082
H7 -1.796 0.550 4.253  0.053
H8 -0.823 1.107 3.126  -0.025
O2 -1.307 0.346 3.451  -0.054
H9 -0.783 4.196 2.426  0.068
H10 -0.409 2.795 1.642  -0.033
O3 -0.557 3.268 2.465  -0.024
H11 -0.061 1.396 -1.921  -0.005
H12 0.975 1.675 -2.985  0.051
O4 0.367 0.992 -2.681  -0.040
H13 1.260 -4.197 -2.841  0.041
H14 0.244 -4.321 -3.969  0.053
O5 0.399 -3.878 -3.125  -0.056